Entry 1:
Computed, not measured: an isolated molecule of CH2O2S at a distorted geometry, with ωB97M-V/def2-TZVPD.

ORCA input file:
```
! RIJCOSX wB97M-V def2-TZVPD def2/J DEFGRID3
* xyz 0 1
C -0.63124 -0.13195 -0.07419
O 1.87993 0.82962 0.54428
O -0.36004 -1.39264 0.24395
S 1.23899 0.09743 -0.52080
H -1.27750 0.04149 -0.94510
H -0.85015 0.55606 0.75186
*
```

Summary:
Relative energy (zero: lowest compared OMol25 entry of this formula, charge and spin) (eV): 3.6140
M (g mol⁻¹): 78.09
E_HOMO (alpha / beta) (eV): -9.79 / -9.96

Entry 2:
Computed, not measured: a 10-piece molecular cluster, H20O10 overall at a distorted geometry, with ωB97M-V/def2-TZVPD.

ORCA input file:
```
! RIJCOSX wB97M-V def2-TZVPD def2/J DEFGRID3
* xyz 0 1
O 0.26964 1.02160 0.02451
H 0.77243 1.10112 -0.85287
H 0.07140 0.08853 0.21937
O -1.69115 0.00416 -1.41110
H -1.58581 0.42054 -0.49848
H -2.62670 -0.08834 -1.32942
O -3.70487 -0.28803 1.99668
H -4.34503 -0.08174 2.64853
H -3.68161 0.43959 1.27295
O 3.86599 2.65151 -0.61477
H 3.01715 2.82709 -0.23109
H 3.97558 3.21801 -1.38178
O 4.34569 0.42126 -1.71491
H 4.18873 -0.06880 -2.50759
H 5.05099 -0.03946 -1.13976
O 3.20274 0.60652 0.18461
H 2.48641 0.39614 -0.43356
H 2.70059 0.64024 1.09325
O -2.18030 -1.75299 -0.84454
H -2.37575 -1.69713 0.08448
H -1.15666 -1.87272 -0.81189
O -2.29319 0.92573 3.58573
H -2.33254 -0.01900 3.79796
H -1.94216 0.93613 2.70043
O 1.13364 -1.77843 -3.98636
H 1.19553 -0.94573 -4.39892
H 1.40126 -2.26935 -4.79639
O -2.96676 -1.71251 2.91220
H -2.19437 -1.23873 2.46736
H -2.47094 -2.53684 3.04117
*
```

Summary:
Relative energy (zero: lowest compared OMol25 entry of this formula, charge and spin) (eV): 10.4847
M (g mol⁻¹): 180.15
SMILES: O.O.O.O.O.O.O.O.O.O
E_HOMO (eV): -8.70

Entry 3:
Computed, not measured: an isolated molecule of C5H8O, with ωB97M-V/def2-TZVPD.

ORCA input file:
```
! RIJCOSX wB97M-V def2-TZVPD def2/J DEFGRID3
* xyz 0 1
C -1.83615 0.25715 0.27888
C -0.38447 -0.13247 0.62092
C 0.47902 -0.75819 -0.51228
C 1.72418 0.13948 -0.52742
O 1.38984 1.27678 0.34871
C 0.31465 1.15146 1.06324
H -1.86425 0.81531 -0.66578
H -2.51054 -0.60512 0.20536
H -0.41389 -0.79406 1.49772
H -0.03571 -0.73465 -1.48118
H 0.74098 -1.80079 -0.29931
H 1.97034 0.56529 -1.50369
H 2.60992 -0.32197 -0.07678
H -2.18392 0.94177 1.05163
*
```

Summary:
Relative energy (zero: lowest compared OMol25 entry of this formula, charge and spin) (eV): 2.6444
M (g mol⁻¹): 84.12
E_HOMO (eV): -8.40

Entry 4:
Computed, not measured: an isolated molecule of C4H8N2S at a distorted geometry, with ωB97M-V/def2-TZVPD.

ORCA input file:
```
! RIJCOSX wB97M-V def2-TZVPD def2/J DEFGRID3
* xyz 0 1
S -0.42051 -1.69939 -1.77674
N -0.76288 -0.09122 -1.09835
C -0.20899 0.22442 -0.01740
C 0.91648 -0.43078 0.84735
C 1.03391 0.50998 1.97927
N 0.50388 1.85312 1.45904
C -0.52943 1.64901 0.47604
H -1.30212 -1.71659 -2.84046
H 1.75407 -0.46373 0.21433
H 0.52627 -1.46864 1.10961
H 0.33256 0.06718 2.74656
H 2.01968 0.58672 2.31270
H 0.11630 2.36835 2.23049
H -0.57205 2.30420 -0.37827
H -1.60551 1.46370 0.79650
*
```

Summary:
Relative energy (zero: lowest compared OMol25 entry of this formula, charge and spin) (eV): 2.2224
M (g mol⁻¹): 116.19
SMILES: S/N=C1\CCNC1
E_HOMO (eV): -8.78

Entry 5:
Computed, not measured: an isolated molecule of C5H8O2, with ωB97M-V/def2-TZVPD.

ORCA input file:
```
! RIJCOSX wB97M-V def2-TZVPD def2/J DEFGRID3
* xyz 0 1
C 1.74682 -0.61189 0.37758
C 0.41672 0.10910 0.53788
C -0.98918 -0.55328 0.30933
O -1.02378 -1.54342 -0.67130
C -1.45467 0.82702 -0.24262
O -0.88963 0.81865 -1.53434
C -0.05564 1.23000 -0.38627
H 2.46058 -0.00249 -0.18989
H 1.61477 -1.55999 -0.14692
H 2.20596 -0.82196 1.35067
H 0.33934 0.53035 1.55487
H -1.48611 -0.92672 1.20301
H -0.99326 -1.04825 -1.51296
H -2.34603 1.40379 -0.02574
H 0.45411 2.14909 -0.62329
*
```

Summary:
Relative energy (zero: lowest compared OMol25 entry of this formula, charge and spin) (eV): 2.7732
M (g mol⁻¹): 100.12
SMILES: C[C@@H]1[C@H](O)[C@@H]2O[C@H]12
E_HOMO (eV): -9.72

Entry 6:
Computed, not measured: C7H17NO2 as an isolated structure at a distorted geometry, with ωB97M-V/def2-TZVPD.

ORCA input file:
```
! RIJCOSX wB97M-V def2-TZVPD def2/J DEFGRID3
* xyz 0 1
C -0.86846 -1.02216 -1.37456
C 0.50311 -0.89200 -1.94449
C -1.09329 -1.93596 -0.32415
C -1.99500 -0.36778 -2.08930
C -0.81461 1.22539 0.27700
H 0.67313 0.09496 -2.37258
H 1.24908 -1.07650 -1.17282
H -2.13143 -2.12645 -0.06931
H -0.32932 -1.51925 0.65546
H -0.53310 -2.86840 -0.41987
H -2.20281 -0.96499 -2.98831
H -1.75385 0.64167 -2.42489
H -2.90566 -0.34028 -1.49438
H -0.67804 2.17788 0.78427
H -0.58478 1.43407 -0.76137
H -1.81730 0.85701 0.47424
H 0.62538 -1.63428 -2.74336
C 1.73305 1.25563 1.20382
C 0.49104 0.38894 1.50326
N 2.89222 0.89884 2.01044
O -0.11372 0.67305 2.74228
O 0.67430 -0.86890 1.34773
H -0.28787 1.61883 2.80887
H 3.11023 -0.08145 1.85973
H 2.66740 0.99277 2.99611
H 1.50607 2.31205 1.36546
H 1.98422 1.12730 0.15072
*
```

Summary:
Relative energy (zero: lowest compared OMol25 entry of this formula, charge and spin) (eV): 4.6736
M (g mol⁻¹): 147.22
E_HOMO (alpha / beta) (eV): -7.85 / -7.85

Entry 7:
Computed, not measured: a 2-piece molecular cluster, C8H16N2O overall at a distorted geometry, with ωB97M-V/def2-TZVPD.

ORCA input file:
```
! RIJCOSX wB97M-V def2-TZVPD def2/J DEFGRID3
* xyz 0 1
C -2.87003 2.68353 -0.57568
C -1.77584 3.76595 -0.47677
C -1.71114 2.85375 -1.58986
C -0.65473 1.74153 -1.67560
C 0.02733 1.32422 -0.46587
O 0.68164 2.11996 -1.43834
H -2.86900 1.91630 0.15846
H -3.87241 2.89750 -0.91637
H -2.12828 4.80067 -0.62229
H -1.03775 3.66600 0.26376
H -1.96364 3.23786 -2.56131
H -0.89233 1.03174 -2.42417
H 0.42979 0.30967 -0.39850
H -0.13629 1.72217 0.49633
C 3.38739 -2.42131 -0.40774
N 2.15271 -2.21947 -0.18643
N 1.85293 -1.70490 1.03747
C 0.53406 -2.09422 1.48429
C 0.10527 -3.56121 1.41055
H 4.07825 -2.34321 0.42643
H 3.91399 -2.79241 -1.30101
H 2.54916 -1.92082 1.79343
H 0.48254 -1.84724 2.54747
H -0.31004 -1.45063 1.08491
H 0.76164 -4.17551 2.06590
H -0.89807 -3.60842 1.90882
H 0.16287 -3.93149 0.36215
*
```

Summary:
Relative energy (zero: lowest compared OMol25 entry of this formula, charge and spin) (eV): 4.6845
M (g mol⁻¹): 156.23
SMILES: C1CC1[C@@H]1CO1.C=NNCC
E_HOMO (eV): -8.93